i | 7
Properties=species:S:1:pos:R:3 method="wB97M-V/def2-TZVPD" homo_ev="-8.857 / -8.857" lumo_energy_ev="-0.85 / -0.85"
C -0.1746 -0.1620 -0.0625
C -1.6223 -0.5607 0.0785
F -1.7551 -1.8104 0.4241
S -3.2786 0.5949 -0.2058
H 0.2015 -1.0176 -0.5019
H 0.1918 -0.1611 0.9865
H -0.2094 0.8194 -0.4173



ii | 7
Properties=species:S:1:pos:R:3 method="wB97M-V/def2-TZVPD" homo_ev=-9.014 lumo_energy_ev=-0.63
F -1.6454 -0.4385 -0.2159
C -0.5630 0.5005 -0.0911
C 0.6194 -0.5634 -0.1896
S 2.1307 -0.1109 -0.1535
H -0.3472 1.4261 -0.7216
H -0.5285 0.9037 1.0066
H 0.3341 -1.7175 0.3652



iii | 7
Properties=species:S:1:pos:R:3 method="wB97M-V/def2-TZVPD" homo_ev=-8.268 lumo_energy_ev=-0.39
C -0.2713 1.0872 -0.4750
C 0.2677 -0.8065 0.3615
F -0.5507 -0.8733 1.4404
S 0.2445 1.6553 -1.8471
H -0.9472 1.2254 0.3042
H 1.2503 -0.8752 0.6779
H 0.0068 -1.4129 -0.4619



Most stable pick: ii. Distance to second place: 19.7 kJ/mol.



i | 6
Properties=species:S:1:pos:R:3 method="wB97M-V/def2-TZVPD" homo_ev=-10.482 lumo_energy_ev=-0.30
F -1.1326 -1.7860 -0.4160
O -0.7103 -0.5952 -1.0259
Si 0.3087 0.5346 0.2516
H -0.2279 1.7210 -0.4482
H -0.1233 -0.4240 1.4021
H 1.8853 0.5495 0.2365



ii | 6
Properties=species:S:1:pos:R:3 method="wB97M-V/def2-TZVPD" homo_ev="-11.420 / -7.881" lumo_energy_ev="-1.10 / -2.37"
O -3.0670 0.6938 -0.0631
F -3.6262 -0.5552 0.0386
Si 0.0589 0.0262 0.0028
H 0.1709 0.9852 0.9587
H -0.7994 -1.2148 0.4462
H 0.1943 0.5661 -1.4126



Most stable pick: i. Distance to second place: 322.7 kJ/mol.



i | 11
Properties=species:S:1:pos:R:3 method="wB97M-V/def2-TZVPD" homo_ev=-15.929 total_charge=+1 lumo_energy_ev=-7.20
N 3.9452 0.4730 -0.1969
C 2.9824 0.1908 0.2350
N 1.9499 -0.5321 0.6280
C 0.9006 -0.5842 0.0818
N -0.3182 -0.2276 0.2430
C -1.7342 0.0255 0.6569
C -1.1642 0.1329 -0.8593
H -1.9506 0.8662 1.3683
H -2.3773 -0.8183 0.8003
H -1.3501 -0.5526 -1.7058
H -0.8837 1.0262 -1.2513



ii | 11
Properties=species:S:1:pos:R:3 method="wB97M-V/def2-TZVPD" homo_ev=-15.946 total_charge=+1 lumo_energy_ev=-6.34
C -0.6110 -0.4429 0.7626
C 0.2114 0.0704 -0.2452
N 0.8344 0.4639 -1.1751
C 1.7875 1.3119 -1.7318
N 1.9978 2.4292 -1.2217
C 1.4033 2.6838 -0.0568
N 0.9681 2.8935 1.0019
H -1.5513 0.1518 0.7851
H 0.1345 -0.5945 1.5676
H -1.1701 -1.2416 0.4411
H 2.3680 1.0330 -2.6908



Most stable pick: ii. Distance to second place: 278.1 kJ/mol.



i | 16
Properties=species:S:1:pos:R:3 method="wB97M-V/def2-TZVPD" homo_ev=-15.073 total_charge=+1 lumo_energy_ev=-3.59
C -1.8552 0.3837 0.2825
C -0.3939 0.0728 -0.0754
N -0.1036 -0.5603 -1.4264
C 0.7586 0.8950 0.4899
C 1.8392 -0.1283 0.3852
C 0.4533 -0.4334 1.0047
H -1.8040 1.2287 0.9539
H -2.3871 -0.3951 0.6954
H -2.2539 0.7547 -0.6662
H 0.8037 -0.8819 -1.1839
H -0.1569 0.2207 -2.2074
H -0.7344 -1.4386 -1.6836
H 0.7324 2.0373 0.7413
H 2.6678 -0.0746 1.1706
H 2.2026 -0.6995 -0.4586
H 0.2315 -0.9811 1.9780



ii | 16
Properties=species:S:1:pos:R:3 method="wB97M-V/def2-TZVPD" homo_ev=-14.243 total_charge=+1 lumo_energy_ev=-3.95
C -3.1080 0.4052 0.3119
C -2.0570 0.0955 -0.1589
C 0.1478 -1.6844 0.2234
C 0.6267 1.3847 0.4416
C -0.2177 -0.6948 -0.7713
N 0.6076 0.5484 -0.7576
H -4.0270 0.8322 0.2883
H -0.4836 -2.5239 0.0924
H 1.2246 -1.9937 -0.1095
H -0.0628 -1.3679 1.1814
H -0.3694 1.6785 0.6588
H 1.1005 0.8352 1.1826
H 1.2347 2.2285 0.2509
H -0.5286 -0.9119 -1.8116
H 0.4057 1.1150 -1.7237
H 1.5429 0.1252 -0.8548



Most stable pick: i. Distance to second place: 231.7 kJ/mol.